Entry 1:
Computed, not measured: a molecular structure, C20H30HfN3O5P in a non-equilibrium geometry, with the ωB97M-V functional and the def2-TZVPD basis.

Last column: natural (NBO) charge in e.
Positions of all 60 atoms, in Å:
N  0.736  1.604  -1.422  -0.722
C  0.802  2.780  -1.431  0.767
C  0.841  4.197  -1.258  -0.796
H  -0.193  4.591  -1.283  0.345
H  1.415  4.657  -2.075  0.338
H  1.323  4.459  -0.292  0.333
N  2.411  -1.527  -1.857  -0.724
C  3.377  -2.171  -2.028  0.753
C  4.539  -2.985  -1.894  -0.793
H  5.306  -2.626  -2.588  0.346
H  4.292  -4.021  -2.156  0.345
H  4.938  -2.945  -0.875  0.339
N  -1.311  -1.215  -1.275  -0.703
C  -2.330  -1.788  -1.319  0.743
C  -3.556  -2.528  -1.275  -0.802
H  -3.482  -3.367  -0.563  0.337
H  -3.802  -2.946  -2.267  0.337
H  -4.386  -1.866  -0.979  0.341
Hf  0.705  -0.507  -1.200  2.023
C  0.794  -2.118  0.411  0.488
O  1.006  -2.913  1.231  -0.228
C  1.993  0.026  0.570  0.479
O  2.738  0.229  1.445  -0.234
C  1.106  0.900  -4.159  -0.198
C  -0.298  0.967  -4.022  -0.194
C  -1.055  -0.201  -3.996  -0.200
C  -0.421  -1.462  -4.103  -0.237
C  0.968  -1.523  -4.241  -0.151
C  1.730  -0.340  -4.267  -0.219
H  1.703  1.824  -4.189  0.264
H  -0.793  1.948  -3.942  0.265
H  -2.153  -0.148  -3.913  0.265
H  -1.020  -2.383  -4.104  0.264
H  1.462  -2.505  -4.339  0.251
H  2.829  -0.388  -4.378  0.260
C  0.356  3.850  3.104  -0.648
C  0.933  2.787  2.198  -0.071
O  0.009  2.082  1.336  -0.851
P  -1.380  1.116  1.544  1.711
O  -1.525  1.461  3.141  -0.827
C  -1.144  0.597  4.281  -0.059
C  0.317  0.373  4.444  -0.648
O  -1.388  -0.688  1.749  -0.864
C  -2.738  -1.213  1.926  -0.092
C  -2.876  -2.683  2.288  -0.644
H  -0.054  4.653  2.476  0.228
H  1.162  4.277  3.724  0.267
H  -0.416  3.469  3.775  0.250
H  1.639  3.304  1.527  0.173
H  1.534  2.049  2.739  0.190
H  -1.590  1.180  5.101  0.245
H  -1.672  -0.339  4.170  0.189
H  0.901  1.301  4.592  0.230
H  0.378  -0.181  5.386  0.277
H  0.753  -0.237  3.637  0.172
H  -3.241  -0.659  2.734  0.229
H  -3.298  -1.021  1.003  0.153
H  -2.458  -3.375  1.537  0.186
H  -2.452  -2.896  3.290  0.257
H  -3.963  -2.918  2.334  0.269

Output
E_LUMO: -15.52 eV
Net charge: +4
Energy: -1708.3376 Eh
Orbital gap: 4.8444 eV
Multiplicity: 1
Highest occupied orbital energy: -20.36 eV

---

Entry 2:
Computed, not measured: a molecular structure, C20H30MnN3O2P in a non-equilibrium geometry, with the ωB97M-V functional and the def2-TZVPD basis.

Last column: natural (NBO) charge in e.
Positions of all 57 atoms, in Å:
N  0.439  3.346  0.357  -0.532
C  1.003  4.267  -0.065  0.444
C  1.703  5.410  -0.628  -0.753
H  0.982  6.162  -0.972  0.301
H  2.315  5.087  -1.480  0.271
H  2.357  5.866  0.127  0.303
N  2.949  -2.036  -0.402  -0.485
C  3.890  -2.450  -1.000  0.379
C  5.141  -3.191  -1.008  -0.746
H  5.884  -2.892  -1.734  0.285
H  4.971  -4.243  -1.143  0.292
H  5.568  -3.050  -0.039  0.292
N  -2.449  -2.412  0.722  -0.507
C  -3.195  -3.081  0.138  0.446
C  -4.089  -3.924  -0.635  -0.752
H  -4.139  -4.932  -0.204  0.308
H  -3.717  -3.994  -1.665  0.267
H  -5.102  -3.502  -0.647  0.298
Mn  0.997  -0.611  -3.429  0.860
C  1.075  -1.936  1.838  0.492
O  1.637  -2.910  1.766  -0.378
C  2.522  -0.288  1.530  0.469
O  3.545  -0.722  1.317  -0.407
C  1.294  0.998  -4.188  -0.128
C  0.056  0.901  -3.398  -0.162
C  -0.757  -0.318  -3.505  -0.159
C  -0.294  -1.432  -4.355  -0.129
C  0.945  -1.307  -5.092  -0.137
C  1.710  -0.112  -5.011  -0.142
H  2.045  1.689  -3.802  0.317
H  -0.166  1.609  -2.590  0.328
H  -1.592  -0.453  -2.812  0.325
H  -0.659  -2.429  -4.081  0.322
H  1.433  -2.273  -5.331  0.337
H  2.798  -0.154  -5.217  0.338
C  -2.676  0.822  0.209  -0.611
C  -1.806  1.449  1.288  -0.817
P  -0.473  0.324  1.881  1.512
C  0.474  1.434  3.019  -0.715
C  -0.329  2.446  3.828  -0.614
C  -1.328  -0.776  3.102  -0.698
C  -2.536  -0.238  3.855  -0.616
H  -2.070  0.454  -0.629  0.167
H  -3.375  1.575  -0.178  0.269
H  -3.260  -0.022  0.594  0.248
H  -1.270  2.328  0.883  0.334
H  -2.408  1.769  2.147  0.290
H  1.060  0.782  3.682  0.274
H  1.173  1.964  2.355  0.349
H  -1.114  1.980  4.429  0.251
H  0.353  2.958  4.516  0.318
H  -0.772  3.208  3.178  0.248
H  -1.631  -1.645  2.485  0.403
H  -0.556  -1.110  3.811  0.277
H  -3.261  0.244  3.191  0.241
H  -3.044  -1.083  4.335  0.354
H  -2.253  0.457  4.652  0.281

Output
E_LUMO (alpha / beta): -15.77 / -17.09 eV
Net charge: +4
Energy: -2585.0462 Eh
Energy above the lowest of the compared OMol25 structures with the same formula, charge and spin: 8.099 eV
Orbital gap (alpha / beta): 5.8950 / 4.5650 eV
Multiplicity: 4
Highest occupied orbital energy (alpha / beta): -21.67 / -21.65 eV

---

Entry 3:
Computed, not measured: a molecular structure, C20H30N2O12 in a non-equilibrium geometry, with the ωB97M-V functional and the def2-TZVPD basis.

Last column: natural (NBO) charge in e.
Positions of all 64 atoms, in Å:
C  -28.643  13.900  -10.099  -0.091
C  -28.585  13.874  -11.572  -0.181
O  -27.886  12.742  -11.925  -0.511
C  -27.654  12.024  -10.824  0.996
O  -27.132  10.890  -10.861  -0.614
O  -28.134  12.633  -9.736  -0.457
H  -29.639  14.011  -9.669  0.200
H  -28.100  14.794  -9.792  0.191
H  -28.077  14.812  -11.793  0.208
H  -29.540  14.005  -12.081  0.264
C  -28.272  10.690  -13.494  -0.120
C  -27.809  11.421  -14.750  -0.114
O  -28.029  12.760  -14.381  -0.508
C  -29.162  12.781  -13.687  1.066
O  -29.885  13.769  -13.484  -0.613
O  -29.483  11.559  -13.238  -0.483
H  -27.506  10.670  -12.719  0.251
H  -28.588  9.673  -13.727  0.207
H  -28.385  10.996  -15.571  0.191
H  -26.816  11.166  -15.122  0.215
C  -30.051  18.075  -12.159  -0.085
C  -30.633  18.477  -13.557  -0.087
O  -31.900  18.759  -13.146  -0.499
C  -32.115  18.727  -11.786  0.967
O  -33.158  19.193  -11.248  -0.597
O  -30.934  18.482  -11.165  -0.471
H  -29.029  18.453  -12.195  0.260
H  -29.889  16.997  -12.135  0.158
H  -30.565  17.668  -14.284  0.186
H  -30.175  19.362  -13.998  0.168
C  -22.799  18.746  -15.014  -0.111
C  -22.698  17.317  -14.599  -0.097
O  -24.034  17.024  -14.222  -0.499
C  -24.847  18.099  -14.271  1.014
O  -26.057  18.148  -13.892  -0.605
O  -24.124  19.131  -14.660  -0.447
H  -22.681  18.761  -16.098  0.199
H  -22.116  19.467  -14.565  0.222
H  -22.112  17.177  -13.691  0.201
H  -22.224  16.574  -15.241  0.211
C  -28.424  14.853  -14.564  -0.717
C  -26.923  14.904  -14.088  -0.466
C  -26.378  16.290  -13.547  -0.562
C  -27.387  16.963  -12.703  0.418
N  -28.098  17.535  -11.988  -0.492
H  -28.533  15.684  -15.261  0.170
H  -29.156  14.736  -13.764  0.279
H  -28.363  13.995  -15.233  0.225
H  -26.276  14.554  -14.893  0.228
H  -27.022  14.093  -13.366  0.189
H  -26.436  16.950  -14.413  0.294
H  -25.449  16.153  -12.993  0.236
C  -23.882  13.376  -14.378  -0.619
C  -24.848  14.291  -15.218  -0.425
C  -24.030  15.110  -16.289  -0.508
C  -23.232  14.473  -17.334  0.279
N  -22.536  14.023  -18.175  -0.336
H  -24.309  13.077  -13.421  0.220
H  -23.017  13.914  -13.992  0.199
H  -23.529  12.480  -14.889  0.217
H  -25.222  14.965  -14.447  0.297
H  -25.627  13.652  -15.633  0.209
H  -23.260  15.703  -15.797  0.225
H  -24.667  15.721  -16.928  0.250

Output
E_LUMO: -0.13 eV
Net charge: 0
Energy: -1791.7537 Eh
Orbital gap: 8.2886 eV
Multiplicity: 1
Highest occupied orbital energy: -8.42 eV

---

Entry 4:
Computed, not measured: 2 unconnected molecules or ions with the total composition C20H30N2O4 in a non-equilibrium geometry, with the ωB97M-V functional and the def2-TZVPD basis.

Last column: natural (NBO) charge in e.
Positions of all 56 atoms, in Å:
O  5.967  -2.311  2.224  -0.602
O  -4.545  -3.103  -3.008  -0.625
O  -2.574  0.184  1.004  -0.643
O  6.972  -0.376  1.635  -0.675
C  5.887  -1.127  1.934  0.773
C  -3.997  -2.119  -2.544  0.662
C  -3.096  -0.646  0.265  0.658
C  3.389  -1.257  1.782  -0.160
C  2.133  -0.648  1.723  -0.235
C  4.425  0.914  1.969  -0.150
C  4.558  -0.485  1.897  -0.192
C  2.008  0.744  1.793  0.096
C  3.167  1.535  1.923  -0.048
N  -4.370  -1.030  0.419  -0.606
N  -2.974  -2.284  -1.700  -0.630
C  -4.500  -0.743  -2.940  -0.720
C  -5.282  -0.491  1.426  -0.412
C  0.175  0.119  -3.571  -0.597
C  0.836  -1.437  -1.767  -0.606
C  0.631  1.360  1.676  -0.440
C  3.082  3.040  2.054  -0.426
C  0.587  2.811  2.162  -0.395
C  1.746  3.599  1.552  -0.391
C  -0.350  -0.927  -2.588  -0.219
C  -1.435  -0.306  -1.689  -0.403
C  -2.255  -1.313  -0.848  -0.121
H  7.720  -0.986  1.719  0.500
H  3.456  -2.341  1.728  0.233
H  1.245  -1.263  1.620  0.211
H  5.315  1.530  2.071  0.220
H  -4.721  -1.737  -0.208  0.405
H  -2.718  -3.252  -1.582  0.413
H  -3.816  -0.312  -3.667  0.235
H  -4.589  -0.089  -2.078  0.223
H  -5.478  -0.855  -3.406  0.248
H  -5.337  0.596  1.333  0.212
H  -6.280  -0.913  1.294  0.210
H  -4.916  -0.737  2.425  0.210
H  0.608  0.959  -3.027  0.203
H  -0.638  0.479  -4.201  0.204
H  0.939  -0.326  -4.209  0.212
H  0.519  -2.228  -1.090  0.197
H  1.272  -0.621  -1.190  0.208
H  1.597  -1.843  -2.433  0.215
H  -0.093  0.770  2.248  0.233
H  0.329  1.331  0.627  0.208
H  3.897  3.508  1.493  0.215
H  3.208  3.305  3.108  0.212
H  -0.368  3.264  1.874  0.214
H  0.654  2.840  3.254  0.196
H  1.702  3.533  0.459  0.195
H  1.665  4.656  1.825  0.209
H  -0.769  -1.752  -3.164  0.199
H  -2.113  0.281  -2.302  0.205
H  -0.949  0.399  -1.017  0.230
H  -1.528  -1.899  -0.286  0.231

Output
E_LUMO: 0.57 eV
SMILES: CNC(=O)[C@H](CC(C)C)NC(C)=O.O=C(O)c1ccc2c(c1)CCCC2
Net charge: 0
Energy: -1190.6497 Eh
Energy above the lowest of the compared OMol25 structures with the same formula, charge and spin: 0.000 eV
Orbital gap: 9.5600 eV
Multiplicity: 1
Highest occupied orbital energy: -8.99 eV